ORCA calculation (ωB97M-V/def2-TZVPD) on a single C2H4N2O4 molecule at a distorted geometry.

## Properties
Relative energy (zero: lowest compared OMol25 entry of this formula, charge and spin) ... 481.9 kJ/mol
Gap between HOMO and LUMO ... 9.9 eV
Max |F| ... 6.7 eV/Å
LUMO energy ... -0.10 eV
SMILES ... O=CNOC(=O)NO
Highest occupied orbital energy ... -9.96 eV

Last column: Mulliken charge in e.
Positions of all 12 atoms, in Å:
1 O 2.369 2.502 -0.466  -0.46
2 C 1.244 2.090 -0.317  0.10
3 N 0.620 1.286 0.774  -0.32
4 O -0.462 0.590 0.301  -0.21
5 C -0.341 -0.783 0.130  0.55
6 O 0.679 -1.410 -0.244  -0.57
7 N -1.570 -1.251 0.051  -0.03
8 O -2.026 -2.564 -0.086  -0.46
9 H 0.503 1.976 -0.968  0.40
10 H 1.425 0.524 1.068  0.32
11 H -2.519 -0.755 0.257  0.30
12 H -2.653 -2.766 -1.052  0.37